# 1
DFT (ωB97M-V/def2-TZVPD) results for C39H42N7O4S7Y as an isolated structure.

The geometry in XYZ format:
```
100
Properties=species:S:1:pos:R:3:forces:R:3:mulliken_charge:R:1
N 5.32170 -1.16978 -0.39751 0.0 0.0 0.0 0.2975
H 0.41472 -3.98739 -1.57594 0.0 0.0 0.0 0.3809
C 0.75248 0.70124 2.41800 0.1 0.1 0.0 0.0134
N 0.95108 1.04916 1.19595 -0.1 -0.2 0.0 1.4328
C 1.10809 5.11657 0.58028 0.0 0.2 0.0 -0.9208
C -5.24830 1.58337 -2.70590 0.0 0.0 0.0 -0.7385
H -5.65145 2.37276 -3.32713 0.0 0.0 0.0 0.3884
H 0.19412 4.59013 0.30524 0.0 0.0 0.0 0.2385
H 4.07082 -2.15651 0.91901 0.0 0.0 0.0 -0.0905
H -5.51752 -3.78834 1.88838 0.0 0.0 0.0 0.3486
C 1.96170 4.17339 -4.76461 0.0 0.0 0.0 0.5848
C -0.49011 -3.46239 -1.90400 0.0 0.0 0.0 -1.9692
H -2.27035 -4.89609 -0.52688 0.0 0.0 0.0 0.4204
H -1.83721 -2.34008 -3.92956 0.0 0.0 0.0 0.2718
C -6.01878 0.49219 -2.34614 0.0 0.0 0.0 -0.5478
H -1.08863 -4.19059 -2.48185 0.0 0.0 0.0 0.4956
H 0.10972 -3.70120 -4.41113 0.0 0.0 0.0 0.3535
C 0.71161 -2.94659 -3.87566 0.0 0.0 0.0 -1.3989
C -0.03522 -2.40014 4.41736 0.0 0.0 0.0 -1.0328
H -1.67624 -0.41424 1.40549 0.0 0.0 0.0 -0.0062
H 1.53856 -3.83791 1.77032 0.0 0.0 0.0 0.4641
H -3.60537 -1.07498 -0.56237 0.0 0.0 0.0 -0.9116
N -0.05767 -2.37315 -2.77385 0.0 0.0 0.0 0.8993
C 0.51149 -3.39909 3.60895 0.0 0.0 0.0 -0.5413
H 1.61959 -3.41357 -3.49777 0.0 0.0 0.0 0.2882
O -7.42185 -1.83826 -1.60012 0.1 0.0 0.0 -0.7802
H 5.81255 -2.28187 1.31959 0.0 0.0 0.0 0.2714
C -1.77338 -1.40524 0.96801 0.0 0.1 0.1 -0.5746
C 0.05759 -1.08510 4.00147 0.0 0.0 0.0 -0.5348
S 2.76607 2.61329 -4.91645 0.0 0.0 0.0 -0.2018
C 1.12385 -3.07553 2.41982 0.0 0.0 0.0 -0.4635
C -6.28372 -1.68536 -1.17437 -0.1 0.0 0.2 0.7990
C 1.19163 5.24240 2.08782 0.0 0.0 0.0 0.5105
H 5.39686 1.26274 -2.16541 0.0 0.0 0.0 0.2097
H 3.26609 4.77201 2.25968 0.0 0.0 0.0 0.3898
C -1.20277 -1.65656 -3.33852 0.0 0.0 0.0 -1.0960
H -7.04773 0.38315 -2.66371 0.0 0.0 0.0 0.4730
H 4.91444 -0.76046 1.59159 0.0 0.0 0.0 0.2894
C 0.80766 2.40304 -3.14279 0.1 0.1 -0.1 -0.2192
N 5.09673 -0.78722 -2.55848 0.1 0.0 0.1 -0.0373
H 7.26660 -0.36460 -0.48046 0.0 0.0 0.0 0.3819
H -3.10371 -2.02406 2.54679 0.0 0.0 0.0 0.1640
H -3.38786 -4.32913 1.60062 0.0 0.0 0.0 0.8348
H 6.85086 0.37882 -2.69058 0.0 0.0 0.0 0.3371
S 3.41949 -2.65780 -1.60331 0.0 -0.1 -0.1 -0.4096
H 4.36521 -0.57486 -3.23514 -0.1 0.0 -0.1 0.2082
C -4.12856 -0.33955 -1.16466 0.0 0.0 0.0 0.6758
C -2.13302 -3.90825 -0.09167 0.0 0.0 0.0 -0.6410
Y 1.00244 -0.40041 -0.95340 0.3 -0.1 -0.2 -1.4750
H -3.26877 2.46247 -2.53560 0.0 0.0 0.0 0.4096
C -1.26302 -2.99933 -0.69297 0.0 0.0 0.0 1.9091
C 6.22661 -0.05613 -0.63572 0.0 0.0 0.0 -0.4984
S 3.22272 1.48682 -0.53883 0.1 0.0 0.0 0.0788
S -0.35114 1.79862 -1.98786 -0.2 0.0 -0.1 -0.2402
C 1.19113 -1.74077 1.95168 0.0 0.1 0.0 0.5614
C -3.92996 1.64513 -2.26266 0.0 0.0 0.0 -0.3117
H 1.32820 1.41348 4.36077 0.0 0.0 0.0 0.4150
C 0.64810 -0.72131 2.78686 0.0 -0.1 0.0 0.4272
N -3.38307 0.70469 -1.50183 0.0 0.0 0.1 0.1281
O 2.27583 5.16654 -5.39223 0.0 -0.1 0.1 -0.6877
C 1.24116 5.51440 4.87883 0.0 0.0 0.0 -0.4027
N 1.17231 2.40948 0.98796 0.0 0.1 0.0 -0.6273
H -1.79728 -1.20501 -2.54781 0.0 0.0 0.0 0.2351
C 5.93777 0.31714 -2.09802 0.0 0.0 0.0 -0.5430
H 3.32394 5.02393 4.71839 0.0 0.0 0.0 0.3618
O 1.73680 -1.49409 0.80573 0.0 -0.3 0.1 -0.2066
S 2.09932 0.01021 -3.58745 0.1 0.1 -0.1 -0.6318
H -0.52434 -2.64720 5.35212 0.0 0.0 0.0 0.3617
H 1.25890 5.60516 5.95848 0.0 0.0 0.0 0.3462
C 0.03645 5.56385 2.79747 0.0 0.0 0.0 -0.3815
S 0.65562 4.10411 -3.59173 0.0 0.0 0.0 -0.1169
C -2.61344 -2.30619 1.62006 0.0 0.0 0.0 -0.5998
H -5.78354 -4.63188 -0.27523 0.0 0.0 0.1 0.2878
H 5.98869 0.76190 0.04636 0.0 0.0 0.0 0.2870
C 4.64639 -1.51547 -1.50540 0.0 0.1 0.1 -0.0269
C 5.02084 -1.62814 0.93700 0.0 0.0 0.0 -0.5542
C 2.16479 2.62648 0.20164 -0.1 -0.1 -0.1 -0.2079
H 1.06325 6.11578 0.13617 0.0 0.0 0.0 0.4934
C -6.32973 -3.77209 0.12700 0.1 0.1 0.0 -0.5118
H -7.34431 -3.77216 -0.25590 0.0 0.0 0.0 0.4098
O -6.41212 -3.86092 1.53800 -0.1 0.0 0.0 -0.5858
C -1.03079 -1.70895 -0.18465 -0.1 0.1 0.1 1.3795
C -5.45407 -0.50003 -1.55518 0.0 0.0 -0.1 0.0560
C 0.67704 1.71207 3.53744 0.0 0.0 0.0 -0.8919
H 0.99705 -2.15884 -4.56875 0.0 0.0 0.0 0.3899
H -0.83177 -0.85679 -3.97900 0.0 0.0 0.0 0.3448
C 2.37161 5.05572 2.79976 0.0 0.0 0.0 -0.2553
C 2.39701 5.19140 4.18193 0.0 0.0 0.0 -0.5582
C -2.78900 -3.57934 1.08919 0.0 0.0 0.0 -1.1709
H -0.85820 5.93409 4.70943 0.0 0.0 0.0 0.3560
H 0.44707 -4.43855 3.91378 0.0 0.0 0.0 0.3718
H 0.94867 2.70216 3.19108 0.0 0.0 0.0 -0.4210
H -0.34418 1.75145 3.92606 0.0 0.0 0.0 0.3237
H -0.89618 5.68565 2.25713 0.0 0.0 0.0 0.3875
H -0.36462 -0.31286 4.63411 0.0 0.0 0.0 0.2968
N -5.70110 -2.55421 -0.30652 0.0 -0.1 -0.1 0.0159
C 0.05691 5.69879 4.17801 0.0 0.0 0.0 -0.5419
C 1.77707 1.71246 -3.77098 0.0 0.1 0.0 0.4898
S 2.47325 4.30018 -0.26308 0.0 0.1 0.1 -0.1538
H -4.73813 -2.42180 -0.03000 0.0 0.0 -0.1 0.1723
```
Forces are in eV/Å.

Values from the calculation:
Energy relative to the best compared isomer or geometry (same formula, charge and spin) (eV): 0.0000
Net charge: -2

---

# 2
DFT (ωB97M-V/def2-TZVPD) results for C39H43AlCl2N2SSb2 as an isolated structure.

The geometry in XYZ format:
```
90
Properties=species:S:1:pos:R:3:forces:R:3:mulliken_charge:R:1
S 1.98257 0.46848 -0.13681 -0.1 -0.3 -0.2 -0.2290
H -5.48471 0.40175 3.12879 0.3 0.1 0.0 0.4861
C 2.48910 0.06378 -1.77884 -0.1 0.1 0.0 0.0865
H 1.91851 2.81441 -3.52670 -0.1 0.0 0.1 0.3759
H -0.09264 -2.53477 7.46326 0.0 0.1 -0.1 0.4175
H -0.92825 2.30886 2.84314 0.0 0.0 -0.1 0.3361
Cl 4.88431 1.14081 -1.13606 0.0 0.0 0.0 -0.1809
C -4.30108 2.20540 3.10010 0.0 -0.1 0.0 -0.5643
C -3.03745 4.13635 -3.70794 -0.1 -0.1 0.1 -1.0348
Cl 0.01142 -0.95521 -2.28814 0.0 0.0 -0.2 -0.0954
C -2.87608 -3.39486 1.72352 -0.3 0.4 0.3 0.6662
H -2.85431 3.79413 3.12288 0.0 -0.1 0.0 0.4888
H -2.35614 -2.63577 3.68571 0.0 0.1 0.0 0.4895
C -3.41654 -4.45927 1.00857 -0.1 -0.2 0.3 -0.8509
H -3.44460 4.02691 -0.89912 0.1 0.0 0.1 0.3930
H -3.32632 -4.53405 4.88064 0.0 0.0 -0.2 0.4868
H -0.51352 2.63215 -4.03808 -0.1 0.0 -0.2 0.4077
C -0.00103 -1.59138 5.53417 0.0 0.2 0.2 -0.1699
H -6.68349 -0.29899 -2.83430 0.1 0.0 0.1 0.4041
C -2.83361 -3.42224 3.11462 -0.1 -0.1 -0.1 0.0075
H -0.11738 1.58991 -2.72614 0.1 -0.6 0.3 -0.4050
H -2.91206 3.33601 0.63731 0.0 0.0 0.0 -0.0022
C 0.70455 -2.36498 2.29460 -0.4 -0.3 -0.1 -0.9402
Sb -1.96327 -1.99064 0.40804 0.3 0.0 -0.3 -0.8418
H -0.68228 -4.03776 2.28332 -0.1 -0.1 0.0 0.1716
C -4.87553 -2.05869 -0.55958 0.1 0.2 -0.3 -0.4211
H 1.12429 4.35644 -3.19350 0.0 -0.2 0.1 0.4230
H 1.10557 -2.61214 3.27758 0.1 -0.1 -0.1 0.7871
N -1.19262 1.82615 -0.35000 -0.1 -0.5 0.4 0.3550
C -1.82654 4.48110 -2.84829 0.1 -0.2 -0.1 -0.9211
H -4.38660 -6.36840 1.14215 0.0 0.1 0.1 0.4397
C -2.57261 3.80978 -0.27770 -0.1 0.0 -0.1 -1.4347
C -3.01382 2.72493 3.03311 -0.1 -0.1 0.1 -0.6446
C 0.08892 -3.62238 1.64940 0.4 0.2 -0.3 -0.7051
H 3.71709 -0.82027 -5.38917 -0.1 0.1 0.2 0.4244
C -1.59832 2.91321 -0.99652 -0.2 0.5 -0.5 2.0518
C 4.21914 0.04736 -3.48646 0.2 0.0 -0.2 -0.7022
C 1.68793 -0.55265 -2.73408 -0.1 0.0 0.1 0.5856
H -1.04067 4.92478 -3.44923 0.1 0.1 -0.1 0.3869
H -5.15540 2.86852 3.21450 0.2 -0.1 0.0 0.4511
H -2.76515 3.46945 -4.53149 0.0 0.1 0.1 0.3409
C -3.36696 -4.50904 3.79518 0.0 0.0 0.0 -0.5699
H 5.23956 0.29949 -3.77171 -0.3 -0.1 0.1 0.4531
H 1.54479 3.27229 -1.84903 0.0 0.0 -0.2 0.2078
H 0.28588 1.77476 5.02496 0.0 -0.1 0.0 0.3299
H 0.25779 1.74885 7.48852 0.0 -0.2 -0.1 0.4142
Al -0.22431 0.23981 -0.17382 0.4 0.2 0.3 0.6382
H -3.57809 -1.08571 2.96562 0.0 -0.2 -0.1 0.3764
C 0.19226 0.82697 5.54860 0.0 -0.2 0.1 -0.5710
H -0.05865 -2.53504 5.00149 0.0 0.0 0.1 0.1906
C -4.54434 -0.22457 -2.64389 0.0 0.0 0.0 -0.8822
C -3.43700 -0.68723 -1.94614 -0.5 -0.5 0.3 -0.0336
C 1.18398 3.30838 -2.88288 0.0 0.0 0.1 -1.1342
C -0.01906 -1.59367 6.92630 0.0 0.1 0.0 -0.7863
C -0.16987 2.61709 -3.01084 -0.2 0.7 0.3 0.0793
C -0.40521 -3.46702 0.19482 -0.1 0.1 0.2 -0.8331
C -1.92275 1.87343 2.87402 -0.2 -0.1 0.2 -1.2408
C 0.09597 -0.38096 4.85228 0.2 0.2 0.1 0.7887
H 1.38503 -1.37020 -4.70461 0.1 0.1 0.2 0.4997
C -5.81661 -0.66318 -2.29310 0.0 0.0 0.0 -0.6140
C -5.97862 -1.57670 -1.25824 0.1 0.0 -0.1 -0.8370
C 0.06838 -0.39291 7.62549 0.0 0.0 -0.1 -0.5493
H -0.79647 -4.40077 -0.20252 0.0 0.0 0.0 0.5297
H 0.39104 -3.11372 -0.45062 0.1 0.1 -0.1 0.7065
H -2.09119 4.75965 -0.02652 0.0 -0.1 0.0 0.3844
H -6.96962 -1.92571 -0.99211 0.1 0.0 0.0 0.4391
C 2.07084 -0.87906 -4.01811 -0.2 -0.1 -0.1 -0.8267
H -3.45872 5.04785 -4.14328 0.1 -0.1 0.1 0.4094
C 3.78599 0.35944 -2.20748 0.2 0.1 0.0 0.2319
H -5.02868 -2.77020 0.23855 0.0 0.1 0.0 0.3490
H -3.82322 3.65131 -3.11429 0.2 0.1 -0.1 0.2474
H -1.65258 1.86348 0.55972 -0.1 -0.1 0.1 -0.6214
C -2.08858 0.48196 2.82731 -0.2 -0.1 0.1 1.4281
H 1.53610 -2.01388 1.68352 0.1 0.0 -0.1 0.5789
H 0.88077 -4.37187 1.62706 0.1 0.0 0.0 0.5438
H -2.46736 -0.33572 -2.24424 0.3 0.2 0.0 0.0944
H -4.36013 -6.40572 3.62400 0.0 0.1 -0.1 0.4158
C 3.36826 -0.57223 -4.38936 0.2 0.0 -0.2 -0.5541
C -3.95635 -5.54104 1.69800 0.0 0.0 0.1 -0.7406
C 0.17694 0.81440 6.93951 0.0 0.0 0.0 -0.6077
C -3.38479 -0.02900 2.94018 0.0 0.4 -0.1 -0.6111
C -3.93704 -5.56226 3.08933 0.0 0.0 -0.1 -0.7718
H -4.41427 0.47183 -3.46731 0.0 -0.1 0.1 0.4994
C -3.59342 -1.62194 -0.90865 0.0 0.2 -0.2 1.0342
H -3.43114 -4.46403 -0.07667 0.0 0.0 0.0 0.5870
C -4.48166 0.82580 3.05230 0.0 0.0 0.0 -0.8599
Sb -0.07613 -0.36701 2.74693 -0.3 0.4 -0.2 0.6086
H 0.06170 -0.39905 8.71116 0.0 0.0 -0.1 0.3991
H -2.07972 5.21234 -2.09114 0.0 0.0 0.0 0.5275
N -1.21931 3.28334 -2.20312 0.1 0.1 -0.2 0.3331
```
Forces are in eV/Å.

Values from the calculation:
Net charge: +2

---

Looking at molecular weight for the records above, in order, we have 986.2, 913.3 g mol⁻¹.
Looking at orbital gap for the records above, in order, we have 5.61, 7.63 eV.
Looking at total energy for the records above, in order, we have -5021.53878, -3662.43380 Eh.